{
  "formula": "C35H25BaBrF5N6O3Te",
  "method": "ωB97M-V/def2-TZVPD",
  "species": ["Ba", "N", "C", "N", "C", "N", "N", "C", "C", "C", "C", "C", "C", "N", "C", "C", "C", "C", "C", "C", "H", "H", "H", "H", "H", "H", "H", "H", "H", "H", "H", "Br", "C", "C", "C", "C", "C", "N", "C", "O", "O", "H", "H", "H", "F", "C", "C", "F", "C", "F", "C", "O", "C", "F", "C", "F", "C", "C", "C", "C", "C", "C", "Te", "C", "C", "C", "H", "H", "H", "H", "H", "H", "H", "H", "H", "H", "H"],
  "coordinates": [[-0.14316, -0.20670, -1.34076], [1.36117, 4.38992, 0.02782], [1.00304, 3.22690, -0.55215], [0.65598, 2.15673, 0.07018], [0.57889, 2.18748, 1.46980], [0.06358, 1.24446, 2.16761], [-0.38610, 0.16122, 1.42057], [-1.01894, -0.68931, 2.13015], [-1.58189, -1.92416, 1.57220], [-2.38356, -2.71642, 2.37614], [-2.89989, -3.88862, 1.84496], [-2.63028, -4.19535, 0.52776], [-1.86384, -3.31101, -0.21892], [-1.34880, -2.19499, 0.27961], [1.10159, 3.37320, 2.16788], [1.22748, 3.43032, 3.55576], [1.70212, 4.57214, 4.16815], [2.05942, 5.67871, 3.39900], [1.94955, 5.63977, 2.02395], [1.47352, 4.48272, 1.41411], [1.59961, 5.17777, -0.54955], [1.01336, 3.22818, -1.63785], [-1.15502, -0.48618, 3.19227], [-2.54629, -2.44836, 3.41121], [-3.46835, -4.56996, 2.46158], [-2.96644, -5.12196, 0.08810], [-1.63047, -3.52844, -1.25642], [0.93992, 2.55963, 4.12814], [1.79748, 4.60933, 5.24477], [2.43009, 6.57471, 3.87920], [2.23067, 6.49353, 1.41930], [-0.28684, -6.19930, 1.95854], [1.76780, -3.35038, -0.33867], [1.82681, -4.72464, -0.52416], [1.76353, -5.19288, -1.82670], [1.65104, -4.29409, -2.87705], [1.55997, -2.93977, -2.59399], [1.60084, -2.48383, -1.33325], [1.41590, -1.90615, -3.73389], [1.31665, -2.35784, -4.87035], [1.39503, -0.69020, -3.35530], [1.86958, -5.39579, 0.32381], [1.79303, -6.25946, -2.01348], [1.61732, -4.60129, -3.91253], [-6.48033, 4.06934, 0.07044], [-5.48094, 3.27749, -0.36225], [-4.28408, 3.82161, -0.78950], [-4.11520, 5.15500, -0.76594], [-3.26602, 3.00387, -1.23206], [-2.10314, 3.58139, -1.61602], [-3.36266, 1.59658, -1.28032], [-2.38904, 0.85921, -1.67767], [-4.59980, 1.08964, -0.82968], [-4.78495, -0.24206, -0.81827], [-5.62563, 1.90091, -0.38645], [-6.77880, 1.35597, 0.03113], [6.93652, -6.47253, 2.85304], [5.81760, -5.50529, 2.57435], [5.85221, -4.66819, 1.47239], [4.81170, -3.78551, 1.18303], [4.94028, -2.92026, -0.04152], [3.69848, -3.76286, 2.03139], [2.03744, -2.52184, 1.60556], [3.64866, -4.58738, 3.16841], [2.47273, -4.58688, 4.10472], [4.71385, -5.44281, 3.41578], [7.81363, -6.24730, 2.24619], [6.62750, -7.49574, 2.62808], [7.23065, -6.44477, 3.90348], [6.71454, -4.69025, 0.81343], [5.99125, -2.75073, -0.27778], [4.44636, -1.95751, 0.08843], [4.47707, -3.40087, -0.90672], [2.24352, -3.57897, 4.45915], [2.67972, -5.21210, 4.97376], [1.58112, -4.97898, 3.60350], [4.67282, -6.08683, 4.28824]],
  "lowdin_charge": [1.937, 0.121, -0.157, 0.023, -0.285, 0.076, -0.105, -0.126, -0.316, -0.010, -0.092, -0.100, -0.129, -0.010, -0.081, -0.009, -0.074, -0.078, -0.021, -0.179, 0.154, 0.143, 0.127, 0.115, 0.110, 0.104, 0.119, 0.114, 0.104, 0.105, 0.112, -0.396, -0.598, -0.135, -0.040, -0.006, -0.221, -0.053, -0.687, 0.010, -0.298, 0.029, 0.111, 0.112, 0.086, -0.165, -0.161, 0.094, -0.145, 0.065, -0.346, -0.353, -0.147, 0.091, -0.156, 0.101, -0.058, -0.274, -0.026, -0.302, -0.077, -0.426, 1.378, -0.307, -0.118, -0.020, 0.069, 0.081, 0.074, 0.111, 0.075, 0.042, 0.080, 0.055, 0.073, -0.026, 0.115],
  "lumo_ev": 1.13,
  "total_charge": -1,
  "e_tot_ev": -143406.3325,
  "gap_ev": 5.9,
  "e_above_lowest_kcal_mol": 7.80
}